Record 1
Computed, not measured: a cluster of 2 separate species, C6H10Cl2O in total at a distorted geometry, with ωB97M-V/def2-TZVPD.

The geometry in XYZ format:
```
19
Properties=species:S:1:pos:R:3:forces:R:3
Cl -2.72020 -0.84963 0.31679 0.8617 -0.1434 0.2930
Cl -0.36476 -2.56583 0.29020 0.4914 -1.2300 -0.4590
O 0.86723 -0.64812 2.01153 -0.9132 4.4358 2.0285
C 0.25117 0.33887 -1.88543 -2.2961 -0.0399 -2.0790
C 1.45382 0.84560 -1.19828 -2.1830 -0.8893 3.0038
C -0.85967 1.03276 2.27201 -1.2208 -0.9900 -1.6124
C -1.05871 -1.15721 0.85254 -1.5173 2.4583 0.6718
C -0.39833 -0.28558 1.64928 -0.6820 -1.7499 0.5995
C 0.02961 -0.81250 -2.57255 -1.2582 3.6646 1.1822
H -0.60847 1.07684 -1.98530 1.2385 -0.6710 0.1987
H -1.96111 1.26911 2.12966 1.4452 -0.6225 0.0816
H -0.57508 1.20307 3.29638 0.2907 -0.3515 0.2528
H 1.74800 1.77852 -1.53195 0.2459 2.1487 -0.5003
H 1.12145 -1.44188 1.66561 0.8600 -3.4194 -1.6374
H 0.64136 -1.60707 -2.42524 1.9706 -2.3599 -0.1652
H -0.29999 1.65464 1.61287 0.3384 1.5338 -0.1193
H -0.87715 -0.91092 -3.16073 0.0753 -0.1872 0.2538
H 2.27464 0.25599 -1.27060 2.4934 -2.2294 -0.8266
H 1.33618 0.82336 -0.06676 -0.2405 0.6423 -1.1664
```
Forces are in eV/Å.

**Charge**: 0
**SMILES string**: CC(O)=C(Cl)Cl.C=CC
**Spin multiplicity**: 1

Results of the Löwdin charge analysis, in e, for atoms 1 through 6:
1 Cl 0.59
2 Cl 0.73
3 O 0.03
4 C -0.24
5 C -0.10
6 C 0.00

***

Record 2
Computed, not measured: a cluster of 2 separate species, C6H10ClF3O4P2 in total at a distorted geometry, with ωB97M-V/def2-TZVPD.

The geometry in XYZ format:
```
26
Properties=species:S:1:pos:R:3:forces:R:3
Cl 0.65414 -2.99098 -0.79135 -1.9108 1.2083 -0.4973
P -1.31825 0.01788 0.50344 -0.5310 0.6157 -0.7750
P -2.63584 -1.05464 1.93883 -0.0654 -0.3721 1.2818
F 0.61033 -1.42933 2.03081 0.4602 3.3737 -2.1287
F 0.66587 0.96324 2.17049 -0.3108 -3.9000 -2.7054
F 1.50049 -0.02904 0.16069 -3.2069 -1.0553 4.0077
O -1.78759 -3.15200 -2.02630 4.7368 4.6473 3.7983
O -4.26595 -0.36305 1.79346 2.1343 -0.0748 -2.6976
O 5.04104 3.32218 -0.28133 0.6794 0.3036 -0.2439
O 1.79679 2.85258 -1.64146 -0.9234 -0.3446 0.1215
C -1.45629 -0.73277 -1.24862 0.7145 -1.1772 -0.7729
C 0.47997 -0.19508 1.22252 1.6208 1.0422 0.4640
C -0.95490 -2.28755 -1.38196 -4.6625 -2.9041 -3.8473
C -2.71478 -2.92507 1.52727 -1.0457 -0.8512 -0.0298
C 4.10947 3.37781 -1.24377 0.3651 -0.3311 1.1299
C 2.72404 2.81212 -0.67422 -0.2175 0.1672 -0.8803
H -3.08156 -3.51652 2.49735 0.7694 1.4551 -2.0298
H 3.87469 4.37504 -1.65572 -0.2193 0.5878 0.2173
H -2.61738 -0.73078 -1.52134 2.5506 -0.2303 0.7436
H -0.93507 0.00441 -2.02965 -0.7140 -1.6382 1.7751
H -3.52598 -3.08409 0.69886 1.8064 -0.0550 1.2882
H 4.30844 2.80621 -2.16712 0.1056 -0.6292 -0.1669
H -4.29897 0.07419 0.87315 -0.1925 -0.9177 1.9119
H -1.65194 -3.33137 1.25326 -2.0688 0.8780 0.2795
H 2.95954 1.82116 -0.24760 0.2755 -0.4039 -0.3522
H 2.51968 3.39544 0.24028 -0.1499 0.6058 0.1084
```
Forces are in eV/Å.

**Charge**: -2
**Spin multiplicity**: 1

Results of the Löwdin charge analysis, in e, for atoms 1 through 6:
1 Cl 0.54
2 P 0.80
3 P 0.64
4 F -0.09
5 F -0.07
6 F -0.04

***

Record 3
Computed, not measured: a cluster of 2 separate species, C6H10ClIN2 in total at a distorted geometry, with ωB97M-V/def2-TZVPD.

The geometry in XYZ format:
```
20
Properties=species:S:1:pos:R:3:forces:R:3
I -1.87246 0.95600 2.07745 -0.1738 0.6282 0.1576
Cl 2.17637 -0.58018 2.44822 -0.0581 -0.0083 0.0302
N -1.71363 -2.81073 1.85039 -0.3923 -0.4951 0.0281
N 0.18726 1.10334 2.09782 -0.3729 0.3689 0.4723
C -1.06702 -1.85182 1.76941 0.6038 -0.3408 0.0094
C 0.83410 1.55352 -1.87458 -0.1302 -0.0151 0.2044
C 1.06703 0.02761 0.09962 -0.3300 0.3998 0.2482
C 1.00470 0.22665 1.41512 0.5929 -0.3532 -0.7375
C -0.63534 -0.47744 -1.61531 -0.0668 0.2575 0.2096
C 0.11147 0.64077 -0.88345 0.1118 -0.0231 -0.0629
H 0.11367 1.97757 -2.57149 -0.0150 0.0571 -0.1290
H -1.11828 -1.13560 -0.89656 -0.0616 -0.1061 -0.0074
H -2.28652 -3.62190 1.92990 -0.0223 -0.0050 -0.0001
H 1.58061 1.00228 -2.44154 0.1193 -0.0697 -0.0878
H 0.05466 -1.06310 -2.21817 0.0795 -0.1145 -0.0895
H 1.80638 -0.64607 -0.29923 0.1340 -0.2258 0.0442
H -0.61417 1.25504 -0.34765 0.0483 -0.0480 -0.0542
H 0.44328 1.13143 3.07714 -0.0757 0.0229 -0.0905
H -1.39818 -0.05706 -2.26670 -0.0782 0.0014 -0.1405
H 1.32608 2.36970 -1.35037 0.0872 0.0688 -0.0045
```
Forces are in eV/Å.

**Charge**: 0
**Spin multiplicity**: 1

Results of the Löwdin charge analysis, in e, for atoms 1 through 6:
1 I 0.87
2 Cl 0.63
3 N 0.10
4 N -0.45
5 C -0.18
6 C -0.07

***

Record 4
Computed, not measured: an isolated molecule of C6H10ClN at a distorted geometry, with ωB97M-V/def2-TZVPD.

The geometry in XYZ format:
```
18
Properties=species:S:1:pos:R:3:forces:R:3
Cl 0.29208 -1.83762 -1.19447 0.0882 -0.3963 0.0789
N -0.67690 0.18434 1.95310 0.2595 -1.4208 -0.2682
C -0.23669 -0.84639 1.31289 0.4156 3.3545 -0.5207
C -0.04624 0.72662 -0.82490 0.7924 0.4732 0.5732
C 0.17781 0.75141 -2.29664 1.1368 -1.2461 -2.9856
C -0.02617 -0.44074 -0.14378 -0.0655 -1.2078 -0.6771
C -0.19857 2.10382 -0.23194 -2.1625 -0.5451 -0.4176
C 0.23618 -2.19065 1.75739 0.7162 -1.6024 0.8495
H -1.16840 2.55096 -0.71273 1.3774 -0.7646 1.2454
H 1.36028 -2.31432 1.82241 -1.0519 0.4878 -1.0554
H 0.56606 2.71937 -0.69168 0.4651 0.2328 0.5883
H -0.20468 -2.86885 1.00426 0.6814 -0.1425 0.5660
H -0.68151 0.02148 2.93760 -0.2172 -0.3007 1.0368
H -0.45401 -0.09218 -2.72380 0.4485 1.4814 -0.0105
H 0.03384 -2.62588 2.77717 -0.8416 1.2228 -0.8018
H 0.07953 1.72432 -2.85095 -0.8193 -0.6976 1.0577
H -0.27273 1.95982 0.87077 0.1869 1.0271 -0.9778
H 1.22011 0.47448 -2.76469 -1.4102 0.0443 1.7188
```
Forces are in eV/Å.

**Charge**: 0
**SMILES string**: [H]/N=C(\C)C(Cl)=C(C)C
**Spin multiplicity**: 1

Results of the Löwdin charge analysis, in e, for atoms 1 through 6:
1 Cl 0.67
2 N 0.13
3 C -0.40
4 C -0.39
5 C -0.15
6 C -0.50

***

Record 5
Computed, not measured: a cluster of 2 separate species, C6H10ClN2S in total at a distorted geometry, with ωB97M-V/def2-TZVPD.

The geometry in XYZ format:
```
20
Properties=species:S:1:pos:R:3:forces:R:3
Cl 1.67811 -3.19702 -1.44892 -0.1816 -0.3191 0.3656
S 0.41887 1.64542 0.83153 -0.6642 -0.0818 0.0141
N 1.51999 0.15879 -0.98335 0.4648 -1.8152 -1.4244
N -2.14936 2.70758 1.49153 -0.4558 1.4012 0.2088
C 2.57480 -4.72954 -1.81976 0.6981 -0.0710 3.7318
C -1.64958 1.72327 1.01082 0.1598 0.2173 1.0917
C 1.99802 -0.49677 -1.84646 2.6326 0.4883 -1.0340
C -2.37050 0.55823 0.57315 -1.8267 -0.0815 -2.1039
C -1.57020 3.80083 2.24254 -1.1710 -1.2146 0.0191
C 0.50983 0.41451 -0.21380 -1.1364 1.2227 0.8916
H -2.06213 4.74638 2.09417 -0.6491 0.0689 -0.0609
H 2.31417 -5.56394 -1.06213 -0.0741 1.4471 -1.6673
H -0.58786 3.93342 1.86361 1.4684 0.1326 0.6463
H 2.92977 -0.66186 -2.51153 -1.9707 0.3386 1.3363
H 3.61853 -4.48288 -1.63189 -0.0261 -0.1023 -0.2208
H -1.78267 3.39673 3.25468 1.0456 1.0237 -0.1390
H -3.43950 0.45044 0.88509 1.3021 0.1992 0.7568
H -2.55569 0.74884 -0.48044 0.2094 -0.1452 -0.6448
H 2.39037 -4.84864 -2.82120 -0.4392 -1.0648 -2.1414
H -1.78498 -0.30378 0.57233 0.6140 -1.6442 0.3743
```
Forces are in eV/Å.

**Charge**: +1
**Spin multiplicity**: 1

Results of the Löwdin charge analysis, in e, for atoms 1 through 6:
1 Cl 0.51
2 S 1.05
3 N -0.04
4 N 0.02
5 C -0.41
6 C -0.45

***

Electronic energy for every record listed, in sequence, given in eV: -33474.2997 -53817.8880 -29984.8530 -20394.8457 -32709.1819.
HOMO for every record listed, in sequence, given in eV: -8.7 2.0 -8.0 -8.8 -12.4.